56
Properties=species:S:1:pos:R:3:forces:R:3:lowdin_charge:R:1 method="wB97M-V/def2-TZVPD" lumo_ev=-3.835 total_energy_ev=-53286.409 largest_force_ha_per_bohr=0.021 charge=+1
N -1.616 -2.794 1.492 -0.3881 -0.2610 -0.1341 0.13
C -0.712 -2.205 0.854 0.2683 0.3361 -0.0690 -0.20
C -0.466 -2.311 -0.643 0.3711 -0.0770 -0.0207 -0.12
N -1.531 -1.632 -1.395 -0.0484 -0.2958 -0.1893 0.14
C -1.471 -0.418 -1.881 -0.0534 -0.3522 0.3676 -0.44
N -2.515 0.067 -2.591 0.7754 0.3883 -0.4025 0.08
C -2.826 -0.433 -3.996 -0.6937 -0.2749 -0.2992 -0.24
N -3.077 -1.824 -4.145 0.4183 0.0725 0.4488 0.04
N -0.323 0.305 -1.572 -0.6459 0.8461 0.1221 -0.21
P 0.433 1.169 -2.903 -0.2862 0.0398 -0.6251 0.89
P 2.337 0.052 -2.891 0.3935 0.0244 0.3831 0.24
O 2.596 -0.565 -1.589 -0.1037 -0.0358 -0.0996 -0.30
O 3.432 1.088 -3.382 -0.2254 0.0767 0.0412 -0.13
O 2.273 -0.962 -4.125 -0.3683 0.1865 -0.0924 -0.15
H -2.170 -3.408 0.887 -0.0260 -0.0386 0.0988 0.07
H -0.049 -1.536 1.405 0.0238 -0.0074 -0.0376 0.12
H 0.490 -1.851 -0.899 -0.0671 -0.0060 -0.0284 0.09
H -0.439 -3.362 -0.943 -0.1460 0.0965 -0.0157 0.14
H -2.401 -2.132 -1.528 0.0191 0.1131 0.0679 0.15
H -2.427 1.079 -2.633 -0.1228 -0.0253 -0.1137 0.13
H -3.720 0.122 -4.285 0.0861 0.0569 0.1459 0.13
H -2.017 -0.133 -4.666 0.0302 -0.0436 0.1430 0.11
H -3.732 -2.201 -3.473 -0.2121 -0.0081 -0.2586 0.09
H -2.244 -2.393 -4.189 -0.0713 -0.0392 -0.0457 0.08
H -0.482 0.907 -0.767 0.4212 -0.3935 0.3153 0.12
H 0.887 2.295 -2.199 0.0500 0.0023 0.1178 -0.07
H 3.128 1.760 -4.010 0.1958 -0.1635 -0.0427 0.09
H 1.533 -1.584 -4.072 0.3007 -0.0786 -0.0288 0.08
O 0.648 4.596 -2.323 0.1038 -0.2032 0.1328 0.04
C 1.527 5.299 -1.876 0.0569 0.0002 -0.0838 -0.53
O 2.187 6.091 -2.723 -0.0947 0.0401 -0.0086 0.01
C 3.131 7.092 -2.297 0.1301 0.0791 0.0343 -0.22
C 4.517 6.521 -2.100 -0.0518 -0.1339 -0.0104 -0.06
C 1.927 5.247 -0.421 -0.1667 0.1582 0.0297 0.02
H 2.762 7.604 -1.409 -0.0209 -0.0350 0.0170 0.11
H 3.130 7.819 -3.106 -0.0273 -0.0316 -0.0292 0.13
H 4.541 5.779 -1.300 0.0044 0.0417 0.0346 0.07
H 5.215 7.318 -1.846 0.0006 0.0117 -0.0077 0.09
H 4.860 6.039 -3.015 0.0180 0.0370 -0.0139 0.08
H 2.656 4.446 -0.293 0.0238 0.0071 -0.0030 0.10
H 1.042 5.011 0.165 0.0034 -0.0791 -0.0261 0.09
H 2.355 6.169 -0.042 0.0749 -0.0212 -0.0220 0.08
O -1.321 -6.514 7.719 -0.0202 0.0302 -0.0161 0.12
C -1.640 -5.612 6.999 0.1041 0.0532 0.0300 -0.52
O -1.304 -5.688 5.688 -0.0599 -0.0859 -0.0068 -0.01
C -1.774 -4.759 4.710 -0.0103 0.0738 -0.0723 -0.25
C -0.912 -3.518 4.622 0.1179 0.0567 0.2210 -0.08
C -2.333 -4.373 7.519 -0.1863 -0.0958 -0.0630 0.01
H -2.823 -4.514 4.881 0.0034 0.0033 0.0340 0.11
H -1.728 -5.313 3.772 0.0086 -0.0121 0.0109 0.12
H -0.929 -2.950 5.553 -0.0482 -0.0113 0.0011 0.07
H -1.264 -2.880 3.813 0.0049 -0.0404 0.0724 0.04
H 0.125 -3.796 4.427 -0.0107 -0.0204 -0.0307 0.08
H -1.572 -3.679 7.875 0.0103 0.0086 -0.0054 0.10
H -2.952 -4.668 8.362 0.0783 -0.0089 0.0570 0.09
H -2.959 -3.865 6.790 0.0585 0.0392 -0.0244 0.07

=====

10
Properties=species:S:1:pos:R:3:forces:R:3:lowdin_charge:R:1 method="wB97M-V/def2-TZVPD" lumo_ev="-0.297 / -0.596" total_energy_ev=-20241.257 de_lowest_ev=4.9650 largest_force_ha_per_bohr=0.097 charge=0
C -0.238 1.309 -0.125 0.6335 -0.8923 -0.0819 -0.16
C 0.582 0.077 -0.627 -1.6955 -0.7139 0.1802 -0.62
N -0.434 -1.589 0.568 1.9605 3.9186 -2.3651 -0.35
O -0.828 -2.484 -0.076 -0.9454 -1.9342 -0.0819 0.08
O -0.257 -1.357 1.710 -0.4177 -0.7640 1.4654 0.05
Cl 2.086 -0.120 0.104 0.8461 0.1025 0.0752 0.67
H 0.243 2.371 -0.237 -0.7876 -2.2231 0.0672 0.11
H -0.451 1.059 0.950 0.4602 0.6258 -0.7788 0.07
H -1.200 1.193 -0.629 0.0361 0.6599 -0.1008 0.06
H 0.496 -0.458 -1.638 -0.0901 1.2207 1.6204 0.10

=====

48
Properties=species:S:1:pos:R:3:forces:R:3:lowdin_charge:R:1 method="wB97M-V/def2-TZVPD" lumo_ev=-6.414 total_energy_ev=-64108.803 de_lowest_ev=0.0988 largest_force_ha_per_bohr=0.019 charge=+2
Sc 1.259 0.165 0.619 0.1353 -0.7994 -0.2698 0.99
C 3.281 1.855 3.339 0.0792 0.0977 0.0856 0.02
C 1.784 1.762 3.145 -0.0604 -0.2772 -0.0154 -0.44
C 0.975 2.074 4.376 0.0206 0.0068 0.0869 0.02
O 1.452 0.342 2.691 0.1244 0.3177 -0.0554 -0.11
C 1.348 2.615 1.947 0.0444 -0.0623 -0.7052 -0.49
O 0.872 3.694 2.044 0.0460 0.0909 0.0740 0.21
O 1.577 1.993 0.736 -0.2417 0.5399 0.7653 -0.15
H 3.601 1.227 4.171 -0.0147 -0.0152 0.0024 0.11
H 3.534 2.887 3.588 0.0152 -0.0204 0.0063 0.13
H 3.829 1.570 2.442 -0.0367 -0.0003 -0.0302 0.09
H 1.393 1.576 5.252 -0.0196 -0.0293 -0.0046 0.11
H -0.068 1.781 4.254 -0.0118 0.0245 -0.0259 0.10
H 1.001 3.149 4.549 0.0273 -0.0156 0.0036 0.12
H 1.622 -0.280 3.411 -0.0284 0.0072 0.0686 0.15
C 4.504 1.865 -1.187 -0.0961 -0.1498 -0.1646 0.03
N 4.265 0.759 -2.121 0.1311 0.1120 -0.0336 -0.10
C 4.649 0.767 -3.451 -0.0547 -0.0065 0.0335 0.00
C 4.352 -0.445 -3.966 -0.0316 -0.0235 0.0213 -0.01
N 3.791 -1.173 -2.938 0.0417 0.0316 -0.0028 0.10
C 3.751 -0.437 -1.819 -0.0911 0.0835 0.1599 -0.70
S 3.259 -1.026 -0.261 -0.0378 -0.1095 -0.1062 0.67
H 4.648 2.765 -1.778 0.0436 0.0282 0.0506 0.11
H 5.393 1.654 -0.598 0.0007 0.0380 0.0398 0.11
H 3.636 1.996 -0.546 0.0606 0.0263 0.0122 0.06
H 5.094 1.636 -3.902 0.0023 -0.0134 -0.0248 0.14
H 4.485 -0.849 -4.953 0.0079 0.0104 -0.0031 0.14
H 3.490 -2.134 -2.985 0.0041 -0.0256 -0.0049 0.17
N -8.188 -4.055 -3.027 0.0010 -0.0070 0.0058 0.20
C -7.298 -3.521 -2.538 0.0622 0.0766 0.0394 -0.16
C -6.175 -2.851 -1.933 -0.0817 -0.1763 -0.1051 -0.20
C -6.348 -1.623 -1.308 0.0250 0.1168 0.0722 0.01
C -5.265 -0.978 -0.732 -0.1189 -0.1073 -0.1667 0.01
C -4.020 -1.580 -0.790 0.2836 0.1967 0.1805 -0.16
C -3.832 -2.808 -1.404 -0.1279 -0.0863 0.0070 0.00
C -4.916 -3.445 -1.981 0.0740 0.0544 0.0336 0.01
N -2.887 -0.903 -0.189 -0.0627 -0.0683 -0.0601 0.03
C -2.941 0.120 0.739 -0.0235 -0.1996 -0.0569 0.01
C -1.661 0.444 1.025 -0.1404 0.0929 -0.0245 -0.09
N -0.809 -0.361 0.277 0.0254 0.1486 0.1072 -0.07
C -1.600 -1.156 -0.439 0.0054 -0.0009 -0.0817 -0.09
H -7.328 -1.167 -1.278 -0.0001 -0.0037 0.0001 0.14
H -5.413 -0.012 -0.273 0.0204 0.0333 0.0058 0.12
H -2.870 -3.301 -1.423 0.0117 0.0180 0.0370 0.11
H -4.787 -4.406 -2.458 -0.0314 -0.0032 -0.0096 0.13
H -3.870 0.502 1.118 0.0100 0.0254 0.0552 0.14
H -1.305 1.205 1.701 -0.0084 0.0071 0.0000 0.12
H -1.264 -1.895 -1.144 0.0164 0.0161 -0.0024 0.15

=====

36
Properties=species:S:1:pos:R:3:forces:R:3:lowdin_charge:R:1 method="wB97M-V/def2-TZVPD" lumo_ev=0.573 total_energy_ev=-31025.108 de_lowest_ev=3.8918 largest_force_ha_per_bohr=0.075 charge=-1
C -5.041 -0.683 -2.230 1.0811 1.2042 0.0334 -0.09
O -4.131 0.452 -2.195 -2.4836 -0.5974 0.0042 -0.14
C -2.794 0.235 -2.206 2.0485 -0.6483 0.0211 -0.33
C -1.951 1.387 -2.208 -1.5895 -1.0932 -0.1239 -0.07
C -0.598 1.252 -2.230 1.2969 -1.0458 0.1966 -0.06
C 0.064 -0.051 -2.154 -1.9250 -0.0231 -0.1472 -0.50
O 1.300 -0.181 -1.996 1.1822 -0.0893 0.2068 -0.13
C -0.844 -1.193 -2.233 1.4578 0.6386 0.1811 -0.07
C -2.207 -1.061 -2.221 -1.3299 1.3762 -0.0691 -0.09
H -6.029 -0.222 -2.229 0.0383 -0.1646 0.0028 0.08
H -4.904 -1.279 -3.145 0.0403 0.1071 0.2093 0.08
H -4.921 -1.321 -1.342 0.0313 0.1084 -0.1984 0.08
H -2.416 2.373 -2.198 -0.0143 -0.1734 -0.0565 0.10
H 0.054 2.119 -2.251 -0.0192 0.0352 0.0692 0.09
H -0.392 -2.181 -2.249 0.0345 0.0704 0.0490 0.09
H -2.851 -1.946 -2.223 0.2382 0.2587 -0.0472 0.09
O 1.289 3.840 4.187 -1.1436 -1.7910 -0.1293 0.04
N 0.591 2.802 4.127 -0.8578 2.2196 1.8477 -0.33
O -0.441 2.642 4.817 1.7853 0.2119 -1.2041 0.04
C 0.989 1.765 3.241 0.4363 -1.6675 -1.2275 -0.16
C 0.216 0.584 3.166 0.3435 1.0017 0.3087 0.01
C 0.609 -0.428 2.319 0.9786 -0.3305 -0.8456 0.00
C 1.788 -0.304 1.519 -0.3300 1.6914 0.9535 -0.17
C 2.203 -1.382 0.662 1.2264 -0.6050 -1.1685 0.02
C 3.353 -1.408 -0.077 -1.3002 1.6199 1.7384 -0.02
N 3.673 -2.580 -0.755 -0.2962 -3.4895 -1.5646 -0.36
O 4.742 -2.727 -1.399 -1.8566 0.9107 1.4127 0.03
O 2.813 -3.498 -0.663 1.9188 1.1178 -0.5266 0.01
C 2.552 0.898 1.619 -0.6521 -0.7569 0.0551 0.01
C 2.154 1.919 2.464 -0.3912 0.0085 0.3333 0.02
H -0.669 0.508 3.791 0.1718 -0.0369 -0.1939 0.12
H 0.027 -1.354 2.259 0.1853 0.3901 -0.0376 0.12
H 1.558 -2.258 0.635 0.2555 0.2098 -0.0748 0.13
H 4.028 -0.559 -0.171 -0.0515 -0.5683 -0.1939 0.13
H 3.458 1.000 1.021 -0.3593 0.1089 0.2214 0.11
H 2.728 2.838 2.551 -0.1505 -0.2084 -0.0355 0.12

=====

24
Properties=species:S:1:pos:R:3:forces:R:3:lowdin_charge:R:1 method="wB97M-V/def2-TZVPD" lumo_ev=-3.706 total_energy_ev=-33686.880 de_lowest_ev=1.6162 largest_force_ha_per_bohr=0.086 charge=+1
C 1.417 2.096 -1.308 -0.6256 -0.6450 0.8241 -0.17
C 0.652 2.166 -0.104 -0.7857 -0.6070 1.2961 -0.08
C 1.978 0.967 -1.598 2.2003 -3.5314 -0.1742 0.08
C 0.114 1.118 0.563 -0.8284 0.8188 0.5200 -0.04
C -2.528 -0.704 -0.446 -1.5801 -1.5594 -1.6872 -0.23
C 1.623 -0.663 -0.213 1.6295 3.5807 -1.6296 -0.98
C -2.046 -1.099 0.872 -0.3369 -1.0762 1.1922 -0.10
C -0.519 -1.222 0.951 -0.6776 1.0517 3.0068 -0.16
N 0.201 -0.341 0.087 1.4421 3.2495 -2.6689 -0.20
O -1.900 -0.080 -1.265 -0.1394 0.3674 -0.3268 0.06
S 1.769 -2.136 -1.148 0.4885 -0.6693 0.2393 0.83
S 2.740 -0.308 1.162 -0.0602 -1.5091 -0.3885 0.83
H 1.546 3.036 -1.754 0.5126 0.9026 -1.1992 0.11
H 0.724 3.210 0.229 -1.1172 -0.6618 0.8397 0.14
H 2.803 0.823 -2.389 -1.5693 -0.3469 1.3195 0.13
H -0.532 1.212 1.479 1.0364 -0.0959 -1.0460 0.15
H -3.528 -1.127 -0.733 0.2419 0.6363 0.2536 0.15
H -2.662 -0.431 1.537 1.3729 0.0003 -0.0093 0.16
H -2.431 -2.085 1.235 -0.0132 0.5864 -0.8446 0.15
H -0.219 -0.887 1.950 -0.0009 -0.2025 0.0769 0.13
H -0.105 -2.199 0.913 -0.1803 -1.0342 -0.6963 0.11
H -0.168 -0.288 -0.902 -0.6680 -0.1665 1.0487 0.14
H 3.075 -2.341 -0.841 -0.4400 0.0640 -0.0916 -0.08
H 2.576 0.979 0.990 0.0985 0.8474 0.1452 -0.13

=====

69
Properties=species:S:1:pos:R:3:forces:R:3:lowdin_charge:R:1 method="wB97M-V/def2-TZVPD" lumo_ev=-9.644 total_energy_ev=-205961.012 de_lowest_ev=0.5950 largest_force_ha_per_bohr=0.040 charge=+2
Pb -0.005 -0.071 -0.036 0.0925 -1.9333 0.2337 1.14
C -4.794 -2.910 0.092 0.1167 0.0774 -0.1167 -0.04
C -3.419 -2.523 -0.481 -0.2243 -0.1670 0.0126 -0.39
C -2.952 -3.579 -1.478 0.0386 0.1913 0.0577 -0.07
C -2.467 -2.282 0.666 0.0973 0.1994 -0.0429 -0.24
C -1.526 -3.214 1.096 -0.0494 0.0667 -0.1227 -0.03
C -0.775 -2.993 2.245 -0.0221 0.0816 0.1468 -0.07
C -0.945 -1.844 3.017 0.0969 0.0116 -0.1420 -0.29
C -0.237 -1.683 4.329 -0.0481 -0.0718 0.0446 -0.03
C -1.837 -0.877 2.550 -0.0328 -0.0288 -0.0097 -0.09
C -2.578 -1.091 1.393 -0.0668 -0.0818 0.1359 -0.12
H -5.510 -3.066 -0.715 -0.0232 -0.0171 0.0156 0.09
H -5.183 -2.132 0.749 -0.0213 -0.0243 0.0300 0.08
H -4.713 -3.835 0.664 -0.0321 -0.0077 0.0137 0.10
H -3.539 -1.567 -1.005 0.0243 -0.0029 0.0115 0.10
H -2.945 -4.571 -1.026 0.0246 -0.0211 -0.0229 0.09
H -1.949 -3.363 -1.857 0.0061 -0.0423 -0.0329 0.08
H -3.643 -3.619 -2.321 0.0158 -0.0455 -0.0217 0.08
H -1.389 -4.136 0.547 -0.0034 -0.0169 0.0155 0.12
H -0.077 -3.752 2.580 -0.0142 -0.0302 -0.0057 0.12
H -0.118 -0.634 4.597 0.0389 0.0069 0.0145 0.08
H 0.737 -2.172 4.321 0.0318 0.0438 0.0047 0.08
H -0.822 -2.158 5.120 0.0140 0.0305 0.0183 0.10
H -1.998 0.027 3.131 0.0123 0.0034 0.0103 0.12
H -3.305 -0.346 1.083 -0.0261 -0.0114 -0.0280 0.12
Se 3.986 -1.589 -0.516 0.2701 -0.0460 -0.4040 0.76
Se 2.158 -2.308 0.708 0.0780 -0.1425 0.4967 0.68
C 2.375 -0.962 2.088 -0.0912 -0.0852 -0.3087 -0.67
C 3.367 -1.073 3.045 -0.1130 -0.0016 0.1128 -0.07
C 3.482 -0.057 3.986 -0.0167 -0.0474 -0.1094 -0.01
C 2.601 1.013 3.932 -0.0049 0.0257 0.0442 -0.02
C 1.647 1.043 2.930 0.0993 -0.0187 0.0146 -0.12
N 1.544 0.075 2.012 0.0226 0.3209 0.1093 -0.10
C 3.075 -1.263 -2.187 -0.2070 0.1331 0.3646 -0.66
C 3.797 -1.393 -3.365 -0.0267 0.0029 0.0336 -0.07
C 3.157 -1.091 -4.557 0.0235 0.0203 0.0767 -0.02
C 1.825 -0.705 -4.523 0.0048 0.0407 -0.0221 -0.03
C 1.189 -0.621 -3.298 0.0177 -0.0331 -0.2648 -0.17
N 1.800 -0.882 -2.137 0.0605 0.0704 -0.1732 -0.11
H 4.021 -1.933 3.053 0.0079 0.0023 0.0344 0.12
H 4.250 -0.104 4.746 -0.0131 0.0054 0.0200 0.13
H 2.653 1.817 4.652 -0.0025 0.0099 -0.0041 0.13
H 0.946 1.863 2.844 0.0212 0.0252 0.0345 0.11
H 4.826 -1.723 -3.338 0.0002 -0.0038 -0.0435 0.12
H 3.688 -1.160 -5.496 0.0202 -0.0355 -0.0007 0.13
H 1.297 -0.464 -5.435 -0.0350 -0.0279 0.0065 0.11
H 0.149 -0.324 -3.219 0.0760 -0.0601 -0.0573 0.06
S 1.495 1.910 -1.182 -0.5194 1.4852 0.0025 0.90
C 0.394 3.155 -1.266 1.7702 -0.9492 -0.3229 -0.66
C 0.704 4.207 -2.179 -0.0870 0.1866 -0.2364 -0.24
N 0.970 5.033 -2.935 -0.0320 -0.0371 0.0546 0.27
C -0.863 3.235 -0.555 -1.1244 -0.7330 1.4343 -0.68
S -1.359 2.223 0.667 0.2520 1.3765 -0.5785 0.86
C -1.790 4.228 -0.992 -0.1811 0.0785 -0.2590 -0.25
N -2.576 4.963 -1.399 0.0690 0.0087 0.0518 0.27
O -1.453 0.283 -1.949 -0.2047 0.0977 -0.1049 -0.80
S -2.667 0.883 -2.671 0.0942 -0.1807 -0.3580 1.00
C -3.285 -0.442 -3.763 -0.0072 0.1626 -0.1040 -0.28
C -2.519 -0.335 -5.075 0.0244 0.1087 0.0108 -0.21
C -2.396 1.159 -5.361 0.0214 -0.1155 -0.0645 -0.21
C -1.926 1.814 -4.067 -0.2490 0.2073 0.0202 -0.29
H -4.348 -0.235 -3.902 -0.0153 -0.0340 0.0365 0.11
H -3.157 -1.391 -3.247 -0.0519 0.0745 0.1506 0.08
H -3.044 -0.855 -5.874 0.0151 -0.0460 0.0283 0.13
H -1.532 -0.790 -4.968 0.0057 -0.0203 -0.0187 0.11
H -3.365 1.567 -5.652 0.0086 -0.0069 -0.0277 0.13
H -1.696 1.360 -6.172 -0.0173 0.0708 0.0047 0.13
H -2.215 2.862 -3.989 -0.0018 -0.0097 0.0448 0.09
H -0.848 1.732 -3.918 -0.0072 -0.0909 0.0552 0.09